# 1
A molecular structure, C9H22F6N2NaO5P in a non-equilibrium geometry. Source: the Open Molecules 2025 dataset; level of theory: the ωB97M-V functional and the def2-TZVPD basis.

Values from the calculation:
HOMO energy (alpha / beta) = -6.21 / -6.03 eV
<S²> = 0.758
Charge = -1
E_LUMO (alpha / beta) = 0.0667 / 0.0667 Ha
Spin multiplicity = 2

Geometry (Å):
1 Na 0.08 1.03 -0.11
2 C -1.36 3.38 -0.88
3 O -2.04 4.35 -1.20
4 O -0.94 3.28 0.24
5 O -1.22 2.42 -1.65
6 P -1.30 1.02 4.09
7 F -2.80 0.81 3.74
8 F -1.17 -0.58 4.31
9 F -0.93 0.88 2.45
10 F 0.24 1.23 4.49
11 F -1.50 2.64 3.87
12 F -1.68 1.16 5.67
13 C 4.01 2.03 1.27
14 C 2.76 1.65 0.48
15 C 3.23 0.89 -0.83
16 O 2.08 0.50 -1.55
17 C 2.29 -0.33 -2.74
18 N 2.04 0.78 1.37
19 H 4.47 2.94 0.88
20 H 4.74 1.22 1.27
21 H 3.76 2.25 2.31
22 H 2.14 2.54 0.39
23 H 3.94 0.10 -0.58
24 H 3.84 1.56 -1.44
25 H 2.94 -1.21 -2.68
26 H 2.71 0.25 -3.56
27 H 1.34 -0.74 -3.08
28 H 1.89 1.29 2.23
29 H 2.60 -0.01 1.66
30 C -0.92 -2.35 0.65
31 C -1.38 -1.70 -0.59
32 C -2.35 -2.51 -1.46
33 O -2.55 -1.99 -2.75
34 C -3.29 -2.86 -3.61
35 N -2.00 -0.49 -0.06
36 H -0.79 -3.43 0.53
37 H -1.55 -2.17 1.52
38 H 0.08 -1.98 0.90
39 H -0.46 -1.58 -1.15
40 H -3.28 -2.74 -0.93
41 H -1.88 -3.47 -1.66
42 H -4.26 -3.22 -3.26
43 H -2.74 -3.70 -4.04
44 H -3.55 -2.22 -4.46
45 H -2.59 -0.75 0.72
46 H -2.64 -0.15 -0.77

---

# 2
3 unconnected molecules or ions with the total composition C26H51Br3IN2O11P3 in a non-equilibrium geometry. Source: the Open Molecules 2025 dataset; level of theory: the ωB97M-V functional and the def2-TZVPD basis.

Values from the calculation:
SMILES string = C[C@H](Br)[C@H](Br)N([PH2]=O)[C@@H](Br)[C@@H](CCO)O[C@@](C)(I)c1ccccn1.CCOP(=O)(OCC)OCC.CCOP(=O)(OCC)OCC
HOMO energy = -9.25 eV
Charge = 0
E_LUMO = -0.0043 Ha
Spin multiplicity = 1

Geometry (Å):
1 C -0.33 -5.82 -4.56
2 C -1.40 -5.10 -3.71
3 Br -3.04 -5.13 -4.84
4 C -1.12 -3.59 -3.42
5 Br 0.54 -2.92 -4.29
6 N -1.02 -3.20 -2.01
7 P 0.14 -4.05 -1.09
8 O -0.16 -5.46 -0.78
9 C -2.30 -2.95 -1.38
10 Br -3.35 -4.54 -0.84
11 C -2.16 -1.94 -0.16
12 C -1.95 -2.60 1.21
13 C -3.23 -2.76 2.08
14 O -4.19 -1.73 1.90
15 O -1.00 -1.17 -0.49
16 C -1.13 0.21 -0.48
17 C -1.97 0.73 -1.67
18 I -1.80 1.07 1.41
19 C 0.33 0.76 -0.69
20 C 0.48 2.06 -1.15
21 C 1.78 2.52 -1.37
22 C 2.84 1.65 -1.13
23 C 2.53 0.39 -0.65
24 N 1.31 -0.09 -0.41
25 H 0.65 -5.84 -4.07
26 H -0.69 -6.85 -4.67
27 H -0.30 -5.42 -5.58
28 H -1.65 -5.69 -2.82
29 H -1.91 -2.99 -3.88
30 H 1.34 -4.00 -1.84
31 H 0.39 -3.25 0.05
32 H -2.92 -2.43 -2.12
33 H -3.06 -1.31 -0.21
34 H -1.27 -1.94 1.77
35 H -1.46 -3.58 1.18
36 H -3.65 -3.76 1.88
37 H -2.93 -2.78 3.14
38 H -4.98 -2.17 1.56
39 H -2.20 1.80 -1.56
40 H -1.43 0.49 -2.60
41 H -2.95 0.22 -1.72
42 H -0.33 2.76 -1.35
43 H 2.00 3.52 -1.76
44 H 3.87 1.96 -1.32
45 H 3.37 -0.28 -0.44
46 C -6.07 -1.69 6.48
47 C -5.93 -0.83 7.72
48 O -4.74 -0.05 7.70
49 P -4.74 1.51 7.15
50 O -6.01 2.05 7.72
51 O -3.65 2.19 8.16
52 C -4.00 3.31 8.97
53 C -4.43 2.86 10.35
54 O -3.49 1.24 6.12
55 C -3.68 0.46 4.94
56 C -4.77 0.99 4.04
57 H -6.18 -1.06 5.59
58 H -6.94 -2.34 6.55
59 H -5.18 -2.31 6.34
60 H -6.82 -0.21 7.85
61 H -5.87 -1.48 8.60
62 H -4.76 3.92 8.49
63 H -3.10 3.93 9.05
64 H -5.19 2.08 10.30
65 H -4.82 3.70 10.93
66 H -3.58 2.43 10.89
67 H -3.85 -0.58 5.21
68 H -2.73 0.48 4.40
69 H -5.72 1.07 4.57
70 H -4.90 0.34 3.18
71 H -4.52 1.99 3.68
72 C 8.91 0.82 -4.97
73 C 7.47 0.52 -5.34
74 O 6.56 1.31 -4.59
75 P 5.96 2.73 -5.17
76 O 5.70 2.41 -6.60
77 O 4.44 2.69 -4.57
78 C 3.31 2.78 -5.44
79 C 2.80 1.39 -5.79
80 O 6.37 3.56 -3.81
81 C 7.74 3.86 -3.52
82 C 8.42 4.63 -4.63
83 H 9.18 1.85 -5.24
84 H 9.59 0.15 -5.50
85 H 9.08 0.70 -3.90
86 H 7.33 0.65 -6.42
87 H 7.25 -0.53 -5.11
88 H 3.54 3.36 -6.33
89 H 2.53 3.32 -4.89
90 H 3.60 0.75 -6.16
91 H 2.02 1.45 -6.55
92 H 2.38 0.91 -4.91
93 H 8.27 2.94 -3.27
94 H 7.73 4.47 -2.62
95 H 8.37 4.10 -5.59
96 H 9.47 4.80 -4.39
97 H 7.95 5.60 -4.78

---

# 3
A molecular structure, C16H29NNbO13 in a non-equilibrium geometry. Source: the Open Molecules 2025 dataset; level of theory: the ωB97M-V functional and the def2-TZVPD basis.

Values from the calculation:
HOMO energy = 3.81 eV
Charge = -3
Energy relative to the best compared isomer or geometry (same formula, charge and spin) = 0.00 kcal/mol
E_LUMO = 0.2068 Ha
Spin multiplicity = 1

Geometry (Å):
1 C 3.41 -2.59 -0.34
2 O 2.47 -3.44 -0.92
3 C 2.30 -3.30 -2.31
4 C 1.36 -2.16 -2.78
5 C 0.63 -1.37 -1.68
6 Nb -1.53 -1.85 -1.16
7 C -1.77 0.24 -0.27
8 N -3.58 -2.18 -0.88
9 C -1.31 -4.05 -1.97
10 O -0.41 -5.06 -1.38
11 O -1.16 -5.85 -0.44
12 C -2.08 -0.94 -3.25
13 O -1.75 -1.82 -4.09
14 O -2.62 0.16 -3.48
15 C -1.13 -2.28 1.11
16 O -2.07 -2.37 1.95
17 O 0.11 -2.38 1.38
18 H 4.38 -3.09 -0.23
19 H 3.04 -2.31 0.65
20 H 3.54 -1.67 -0.92
21 H 1.94 -4.27 -2.65
22 H 3.29 -3.16 -2.79
23 H 0.65 -2.58 -3.50
24 H 1.98 -1.46 -3.36
25 H 1.17 -1.36 -0.73
26 H 0.58 -0.34 -2.03
27 H -0.90 0.42 0.39
28 H -1.74 1.01 -1.05
29 H -2.67 0.30 0.35
30 H -3.96 -3.02 -1.30
31 H -3.77 -2.19 0.13
32 H -2.32 -4.50 -1.91
33 H -1.07 -4.04 -3.04
34 H -1.84 -6.23 -1.02
35 C 1.52 -0.17 4.85
36 C 1.07 1.12 4.22
37 C 0.19 0.92 3.01
38 O 0.50 2.12 2.25
39 C 1.71 2.54 2.59
40 O 2.32 3.43 2.06
41 O 2.17 1.87 3.68
42 H 0.67 -0.84 5.00
43 H 2.24 -0.67 4.20
44 H 2.01 0.01 5.82
45 H 0.58 1.77 4.96
46 H -0.88 0.88 3.22
47 H 0.45 0.02 2.43
48 C -2.00 5.71 0.36
49 C -0.59 5.20 0.15
50 C 0.14 5.78 -1.05
51 O 1.00 4.72 -1.42
52 C 0.43 3.53 -0.99
53 O 0.80 2.46 -1.28
54 O -0.61 3.82 -0.17
55 H -2.01 6.81 0.33
56 H -2.65 5.33 -0.43
57 H -2.40 5.38 1.31
58 H 0.00 5.32 1.06
59 H 0.72 6.67 -0.81
60 H -0.55 5.99 -1.87

---

# 4
2 unconnected molecules or ions with the total composition C3H7Br2NO2 in a non-equilibrium geometry. Source: the Open Molecules 2025 dataset; level of theory: the ωB97M-V functional and the def2-TZVPD basis.

Values from the calculation:
SMILES string = C[N+](=O)[O-].BrCCBr
HOMO energy = -10.68 eV
Charge = 0
Energy relative to the best compared isomer or geometry (same formula, charge and spin) = 14.00 kcal/mol
E_LUMO = 0.0086 Ha
Spin multiplicity = 1

Geometry (Å):
1 C -1.56 -8.04 -1.98
2 N -0.71 -6.78 -1.83
3 O 0.45 -6.93 -1.69
4 O -1.40 -5.76 -1.90
5 H -2.55 -7.76 -2.16
6 H -1.30 -8.59 -1.03
7 H -1.13 -8.65 -2.73
8 Br -1.98 -6.53 -7.29
9 C -1.53 -7.65 -5.66
10 C -1.08 -8.97 -6.21
11 Br -0.44 -10.38 -5.06
12 H -2.52 -7.68 -5.15
13 H -0.76 -7.10 -5.09
14 H -0.30 -8.79 -6.84
15 H -1.77 -9.24 -7.01

---

# 5
A molecular structure, C2H2Br3NO in a non-equilibrium geometry. Source: the Open Molecules 2025 dataset; level of theory: the ωB97M-V functional and the def2-TZVPD basis.

Values from the calculation:
HOMO energy (alpha / beta) = -10.10 / -9.23 eV
Charge = 0
Energy relative to the best compared isomer or geometry (same formula, charge and spin) = 0.00 kcal/mol
E_LUMO (alpha / beta) = -0.0801 / -0.1036 Ha
Spin multiplicity = 1

Geometry (Å):
1 C -1.12 -1.22 -0.36
2 C -2.42 -1.15 0.27
3 N -0.40 -0.06 -0.08
4 O -0.73 -2.17 -0.98
5 Br -3.85 2.22 -0.38
6 Br -3.50 -2.58 -0.25
7 Br -3.02 0.17 1.32
8 H -0.73 0.78 -0.54
9 H 0.61 0.01 -0.03

---

# 6
7 unconnected molecules or ions with the total composition C49H101N5O9 in a non-equilibrium geometry. Source: the Open Molecules 2025 dataset; level of theory: the ωB97M-V functional and the def2-TZVPD basis.

Values from the calculation:
HOMO energy = -1.29 eV
Charge = -2
Energy relative to the best compared isomer or geometry (same formula, charge and spin) = 75.94 kcal/mol
E_LUMO = 0.1317 Ha
Spin multiplicity = 1

Geometry (Å):
1 C 0.07 -0.41 -0.36
2 C 1.07 -0.50 -1.48
3 O 1.78 0.47 -1.85
4 O 1.33 -1.65 -1.87
5 H -0.76 0.19 -0.73
6 H 0.52 -0.05 0.57
7 H -0.42 -1.35 -0.11
8 C -1.95 -4.07 0.19
9 C -0.82 -4.45 -0.78
10 O -0.80 -4.26 -1.99
11 O 0.15 -5.07 -0.24
12 H -1.53 -4.21 1.19
13 H -2.71 -4.84 0.14
14 H -2.33 -3.05 0.17
15 C 3.29 1.20 2.40
16 C 3.96 2.47 2.03
17 C 3.17 3.68 2.59
18 C 3.22 4.01 4.03
19 C 4.71 4.11 4.42
20 C 5.54 2.89 3.98
21 N 5.35 2.58 2.59
22 O 6.24 1.59 2.08
23 C 7.03 3.36 4.26
24 C 5.26 1.68 4.95
25 C 4.00 2.63 0.51
26 H 2.24 1.29 2.12
27 H 3.33 1.00 3.47
28 H 3.69 0.26 2.01
29 H 3.51 4.57 2.05
30 H 2.08 3.69 2.50
31 H 2.68 3.27 4.61
32 H 2.78 5.01 4.08
33 H 4.56 4.17 5.50
34 H 5.11 5.03 4.00
35 H 7.20 3.77 5.25
36 H 7.60 2.44 4.31
37 H 7.41 3.97 3.43
38 H 5.47 0.84 4.28
39 H 6.06 1.55 5.67
40 H 4.24 1.45 5.26
41 H 4.27 3.63 0.16
42 H 3.06 2.54 -0.04
43 H 4.67 1.96 -0.03
44 H 6.78 2.13 1.50
45 C -2.86 -1.00 -2.25
46 C -4.16 -1.48 -3.09
47 C -4.36 -0.38 -4.18
48 C -5.51 -0.77 -5.24
49 C -5.17 -2.16 -5.81
50 C -4.71 -3.29 -4.87
51 N -3.87 -2.80 -3.73
52 O -3.56 -3.83 -2.92
53 C -6.05 -3.98 -4.43
54 C -3.73 -4.13 -5.75
55 C -5.35 -1.49 -2.10
56 H -2.99 0.06 -2.01
57 H -1.93 -0.99 -2.83
58 H -2.81 -1.60 -1.35
59 H -4.63 0.60 -3.79
60 H -3.45 -0.43 -4.78
61 H -5.70 -0.01 -5.99
62 H -6.44 -0.79 -4.67
63 H -4.54 -2.14 -6.69
64 H -6.07 -2.54 -6.28
65 H -5.88 -4.82 -3.75
66 H -6.77 -3.31 -3.96
67 H -6.39 -4.57 -5.28
68 H -3.35 -5.02 -5.26
69 H -4.34 -4.37 -6.62
70 H -2.87 -3.55 -6.09
71 H -6.28 -1.73 -2.62
72 H -5.47 -0.52 -1.63
73 H -5.30 -2.32 -1.40
74 H -2.60 -3.88 -2.95
75 C 2.16 5.34 -4.03
76 C 2.12 4.13 -3.15
77 C 1.33 4.44 -1.82
78 C -0.24 4.48 -1.92
79 C -0.71 3.16 -2.55
80 C -0.03 2.78 -3.92
81 N 1.49 2.95 -3.86
82 O 2.07 2.57 -5.03
83 C -0.42 1.35 -4.36
84 C -0.73 3.65 -4.95
85 C 3.61 3.78 -2.71
86 H 2.23 5.12 -5.10
87 H 2.83 6.15 -3.74
88 H 1.15 5.75 -4.09
89 H 1.73 3.86 -0.99
90 H 1.60 5.43 -1.47
91 H -0.66 5.31 -2.50
92 H -0.82 4.51 -0.99
93 H -1.78 3.11 -2.74
94 H -0.70 2.37 -1.80
95 H 0.10 0.59 -3.77
96 H -1.49 1.13 -4.26
97 H -0.19 1.06 -5.38
98 H -1.75 3.31 -5.08
99 H -0.66 4.71 -4.70
100 H -0.18 3.47 -5.87
101 H 3.68 2.89 -2.09
102 H 4.17 4.57 -2.20
103 H 4.19 3.51 -3.59
104 H 1.86 3.31 -5.61
105 C 4.74 -6.46 2.59
106 C 3.36 -6.07 2.20
107 C 2.29 -6.13 3.27
108 C 2.10 -4.86 4.23
109 C 1.93 -3.62 3.32
110 C 3.03 -3.43 2.23
111 N 3.30 -4.71 1.50
112 O 4.24 -4.61 0.58
113 C 2.52 -2.37 1.29
114 C 4.33 -3.00 2.97
115 C 2.88 -7.09 1.13
116 H 5.14 -5.75 3.31
117 H 5.41 -6.56 1.74
118 H 4.81 -7.37 3.19
119 H 1.30 -6.30 2.86
120 H 2.51 -6.94 3.97
121 H 2.85 -4.80 5.01
122 H 1.21 -5.05 4.84
123 H 2.08 -2.83 4.06
124 H 0.95 -3.59 2.83
125 H 1.65 -2.71 0.72
126 H 2.30 -1.46 1.85
127 H 3.26 -2.05 0.55
128 H 4.49 -3.74 3.75
129 H 5.16 -2.98 2.27
130 H 4.27 -1.98 3.36
131 H 2.42 -7.97 1.59
132 H 3.76 -7.47 0.60
133 H 2.08 -6.78 0.47
134 H 5.12 -4.61 0.96
135 C -5.87 3.13 3.45
136 C -5.09 2.10 2.51
137 C -4.87 2.80 1.11
138 C -3.89 2.15 0.16
139 C -2.60 2.22 1.05
140 C -2.64 1.40 2.39
141 N -3.84 1.84 3.16
142 O -3.85 1.14 4.32
143 C -2.72 -0.10 1.96
144 C -1.32 1.66 3.17
145 C -5.93 0.78 2.23
146 H -5.43 4.12 3.31
147 H -5.84 3.04 4.54
148 H -6.92 3.25 3.18
149 H -5.79 2.96 0.54
150 H -4.51 3.79 1.39
151 H -3.73 2.81 -0.70
152 H -4.14 1.16 -0.22
153 H -2.32 3.26 1.19
154 H -1.77 1.96 0.40
155 H -3.48 -0.26 1.20
156 H -1.80 -0.57 1.62
157 H -2.97 -0.69 2.84
158 H -0.52 1.08 2.71
159 H -1.22 2.74 3.18
160 H -1.35 1.21 4.16
161 H -5.83 0.24 3.17
162 H -5.48 0.06 1.54
163 H -6.94 1.08 1.96
164 H -3.77 1.83 4.97

---

# 7
A molecular structure, C47H40BrCl3F3GeN4O2PSSn. Source: the Open Molecules 2025 dataset; level of theory: the ωB97M-V functional and the def2-TZVPD basis.

Values from the calculation:
HOMO energy = -7.43 eV
Charge = 0
Energy relative to the best compared isomer or geometry (same formula, charge and spin) = 14.23 kcal/mol
E_LUMO = -0.0129 Ha
Spin multiplicity = 1

Geometry (Å):
1 Sn 0.27 -1.30 -1.49
2 C 4.69 -2.73 -1.46
3 C 3.23 -2.55 -1.71
4 N 2.34 -2.36 -0.80
5 N 2.70 -2.36 0.51
6 C 1.67 -2.66 1.28
7 N 1.93 -2.61 2.63
8 S 0.07 -3.06 0.80
9 C 2.68 -2.66 -3.08
10 C 3.50 -2.70 -4.20
11 C 2.92 -2.88 -5.45
12 C 1.55 -3.04 -5.54
13 C 0.80 -2.95 -4.38
14 N 1.34 -2.76 -3.18
15 H 4.87 -2.84 -0.40
16 H 5.23 -1.85 -1.82
17 H 5.07 -3.60 -1.99
18 H 2.91 -2.65 2.89
19 H 1.28 -3.10 3.22
20 H 4.56 -2.58 -4.09
21 H 3.54 -2.91 -6.33
22 H 1.06 -3.20 -6.49
23 H -0.28 -3.02 -4.42
24 Cl -3.13 -1.41 -1.56
25 C -4.41 -1.61 -0.40
26 C -5.56 -2.22 -0.87
27 C -6.65 -2.38 -0.04
28 C -6.58 -1.92 1.27
29 C -5.42 -1.32 1.73
30 C -4.30 -1.15 0.91
31 P -2.75 -0.37 1.55
32 C -2.94 -0.81 3.33
33 C -3.51 0.01 4.29
34 C -3.70 -0.44 5.59
35 C -3.33 -1.73 5.95
36 C -2.73 -2.55 5.00
37 C -2.53 -2.09 3.70
38 C -3.21 1.40 1.57
39 C -2.37 2.25 2.28
40 C -2.60 3.62 2.30
41 C -3.67 4.15 1.59
42 C -4.51 3.31 0.87
43 C -4.28 1.94 0.87
44 H -5.59 -2.56 -1.90
45 H -7.55 -2.86 -0.41
46 H -7.43 -2.03 1.94
47 H -5.38 -0.97 2.75
48 H -3.83 1.02 4.03
49 H -4.15 0.22 6.33
50 H -3.48 -2.08 6.96
51 H -2.43 -3.55 5.27
52 H -2.06 -2.74 2.97
53 H -1.53 1.85 2.83
54 H -1.94 4.27 2.86
55 H -3.85 5.22 1.59
56 H -5.34 3.72 0.32
57 H -4.95 1.29 0.31
58 Br -0.53 1.71 -9.95
59 C -0.37 1.16 -8.14
60 C 0.84 1.34 -7.49
61 C 0.96 0.93 -6.17
62 C -0.12 0.35 -5.51
63 C -1.32 0.18 -6.19
64 C -1.45 0.59 -7.51
65 C 0.03 -0.12 -4.10
66 O 1.10 0.09 -3.49
67 O -0.94 -0.74 -3.57
68 H 1.68 1.79 -8.01
69 H 1.89 1.05 -5.64
70 H -2.16 -0.27 -5.66
71 H -2.39 0.46 -8.04
72 Cl 3.43 0.75 -1.45
73 C 3.61 1.76 -2.88
74 Cl 5.15 1.48 -3.71
75 H 3.58 2.80 -2.57
76 H 2.80 1.50 -3.55
77 Ge 1.83 1.34 1.74
78 C 0.90 1.58 3.41
79 C 0.30 0.49 4.04
80 C -0.39 0.65 5.23
81 C -0.50 1.91 5.80
82 C 0.09 3.01 5.18
83 C 0.78 2.84 3.99
84 C 3.76 1.43 1.84
85 C 4.54 0.28 1.84
86 C 5.93 0.38 1.91
87 C 6.53 1.63 1.97
88 C 5.75 2.78 1.97
89 C 4.37 2.68 1.91
90 H 1.28 0.11 1.01
91 H 0.36 -0.50 3.59
92 H -0.86 -0.21 5.70
93 H -1.05 2.04 6.72
94 H -0.01 3.99 5.62
95 H 1.23 3.70 3.51
96 H 4.08 -0.69 1.75
97 H 6.53 -0.52 1.90
98 H 7.61 1.71 2.02
99 H 6.22 3.75 2.01
100 H 3.77 3.58 1.89
101 F -1.07 2.60 -0.83
102 C -0.01 1.96 -1.21
103 F 0.58 2.78 -2.04
104 F 1.41 2.79 0.82

---

| no. | E (eV) |
| --- | --- |
| 1 | -52925.033 |
| 2 | -299387.939 |
| 3 | -46708.496 |
| 4 | -148891.097 |
| 5 | -215768.971 |
| 6 | -78319.283 |
| 7 | -257678.448 |